# 1
This record from OMol25 describes a cluster of 7 separate species, C13H40ClN2O8 in total at a distorted geometry. The level of theory is ωB97M-V/def2-TZVPD.

Structure (ORCA input):
```
! RIJCOSX wB97M-V def2-TZVPD def2/J DEFGRID3
* xyz -1 1
Cl -0.2707 -0.3628 -1.5855
C 3.4255 -1.5573 -1.2502
O 2.4407 -2.5099 -1.5497
C 2.1669 -3.3615 -0.4517
C 0.7253 -3.8706 -0.5769
N 0.5016 -4.5934 -1.8135
C -0.8437 -5.1766 -1.8296
C -1.9333 -4.1483 -1.9708
O -1.9433 -3.6234 -3.2881
C -3.0810 -2.7992 -3.4883
H 3.7483 -0.9610 -2.0999
H 4.3133 -2.0142 -0.7932
H 3.0235 -0.8826 -0.4841
H 2.1846 -2.6778 0.4050
H 2.9092 -4.1609 -0.3479
H 0.1175 -2.9640 -0.5870
H 0.4777 -4.4136 0.3461
H 1.1025 -5.4115 -1.7231
H -1.0043 -5.7973 -0.9367
H -0.9244 -5.8731 -2.6682
H -1.8881 -3.3081 -1.2709
H -2.8887 -4.6362 -1.7313
H -3.2094 -2.5320 -4.5356
H -3.0109 -1.8848 -2.8951
H -3.9721 -3.3673 -3.1979
C -1.9221 5.7013 2.5803
O -1.3054 4.5645 2.0225
C -0.4177 4.9476 1.0068
C 0.2091 3.7139 0.3475
N 1.1184 3.0749 1.2863
C 1.5619 1.7848 0.8185
C 2.4979 1.1055 1.8432
O 1.7734 0.9060 3.0575
C 2.6026 0.4799 4.1108
H -2.5962 6.1667 1.8537
H -1.2712 6.5301 2.8866
H -2.4420 5.4325 3.4989
H 0.3739 5.6368 1.3235
H -0.9013 5.5073 0.1936
H 0.7201 3.9305 -0.5908
H -0.6126 3.0475 0.0554
H 0.6423 2.9404 2.1716
H 2.1592 1.9070 -0.0916
H 0.8024 1.0695 0.4761
H 3.3202 1.8149 1.9983
H 2.9608 0.1624 1.5429
H 3.1912 1.2840 4.5653
H 3.2650 -0.3424 3.8314
H 1.9379 0.1554 4.9134
C -2.4439 0.8030 1.3353
O -2.7231 -0.2856 0.4842
H -3.4104 1.1846 1.6762
H -1.8950 0.4800 2.2229
H -1.9236 1.6074 0.8124
H -2.1070 -0.3354 -0.2642
O 0.5877 2.6241 -2.4019
H 0.0720 1.8353 -2.1465
H 1.2437 2.2798 -3.0120
O -2.5194 1.5371 -3.2124
H -3.4799 1.5485 -3.1773
H -2.2534 1.0312 -2.4291
O 0.2114 -1.2745 1.8200
H 0.2441 -1.2605 0.8537
H 0.5620 -0.4086 2.0613
*
```

Output
F_max   2.1 eV/A
Gap between HOMO and LUMO   8.412 eV
E   -46012.4037 eV
E_HOMO   -0.203 hartree

How positive or negative is each atom? The Mulliken charges in e answer that: -0.727, -0.341, -0.310, -0.492, 0.033, -0.288, -0.934, -0.173, -0.338, -0.597, 0.288, 0.360, -0.193, 0.334, 0.340, -0.441, 0.371, 0.254, 0.432, 0.372, 0.194, 0.414, 0.258, 0.162, 0.322, -0.845, -0.198, -0.910, -0.079, -0.432, 0.523, -0.774, -0.259, -0.881, 0.321, 0.325, 0.240, 0.389, 0.479, 0.421, -0.227, 0.331, 0.313, -0.394, 0.544, 0.196, 0.309, 0.312, 0.251, 0.218, -0.533, 0.336, 0.193, -0.340, 0.114, -0.565, 0.217, 0.284, -0.622, 0.270, 0.339, -0.687, 0.117, 0.404

***

# 2
This record from OMol25 describes a cluster of 5 separate species, C13H41BO14PS4 in total at a distorted geometry. The level of theory is ωB97M-V/def2-TZVPD.

Structure (ORCA input):
```
! RIJCOSX wB97M-V def2-TZVPD def2/J DEFGRID3
* xyz -1 1
O -0.0780 -6.7455 -3.6452
B -0.5937 -5.6738 -2.8264
O -1.1549 -6.0391 -1.6022
C -0.5093 -4.2006 -3.3954
P 0.2778 -3.0226 -2.0506
H 0.8699 -6.6771 -3.5774
H -0.9266 -5.4004 -0.9273
H -1.4714 -3.8162 -3.7769
H 0.2249 -4.2134 -4.2253
H 1.1053 -4.1963 -1.6435
H -0.7830 -3.4341 -1.1203
H -0.5910 -1.9178 -2.4955
H 1.3304 -2.6166 -2.9937
H 0.8794 -2.2308 -1.0134
O 0.4949 -0.0041 -0.5193
S 1.2453 1.0277 -1.1668
O 2.6092 1.3050 -0.8053
O 0.4042 2.4054 -1.1117
C -0.0371 2.8697 0.1695
C 1.0904 3.4890 0.9753
C 1.1556 0.7776 -2.9109
H -0.5171 2.0581 0.7209
H -0.8019 3.6218 -0.0285
H 1.8293 2.7419 1.2585
H 0.7061 3.9439 1.8902
H 1.6086 4.2515 0.3907
H 0.1189 0.6045 -3.1870
H 1.7572 -0.1002 -3.1423
H 1.5577 1.6556 -3.4124
O 3.3082 4.1608 3.0570
S 4.2944 5.1798 3.2675
O 4.4895 6.2368 2.3157
O 5.7081 4.4741 3.5628
C 6.1881 3.5138 2.6076
C 6.7442 4.1723 1.3587
C 4.0610 5.8915 4.8668
H 5.3988 2.8007 2.3600
H 6.9795 2.9592 3.1110
H 5.9574 4.6669 0.7899
H 7.2107 3.4279 0.7126
H 7.4835 4.9305 1.6207
H 3.9517 5.0925 5.5949
H 3.1547 6.4922 4.8252
H 4.9175 6.5197 5.0994
O -5.4746 -7.6794 -4.5191
S -4.1832 -8.2375 -4.8216
O -3.9063 -8.7783 -6.1243
O -3.8527 -9.3667 -3.7202
C -4.8149 -10.4024 -3.5129
C -4.7911 -11.4402 -4.6211
C -2.9124 -7.0987 -4.3763
H -5.8128 -9.9728 -3.3945
H -4.5508 -10.8741 -2.5665
H -5.1295 -11.0157 -5.5661
H -5.4449 -12.2786 -4.3726
H -3.7780 -11.8125 -4.7758
H -3.1056 -6.7269 -3.3723
H -2.9391 -6.2810 -5.0940
H -1.9534 -7.6047 -4.4261
O -2.2240 5.1349 2.9269
S -1.3894 6.1678 3.4716
O -0.2068 5.8588 4.2233
O -2.3076 7.1699 4.3338
C -3.1227 6.6065 5.3707
C -2.3154 6.2411 6.6030
C -0.9627 7.3023 2.1876
H -3.6750 5.7446 4.9896
H -3.8543 7.3721 5.6277
H -1.6301 5.4193 6.3963
H -2.9771 5.9337 7.4138
H -1.7162 7.0896 6.9349
H -1.8629 7.5711 1.6413
H -0.2561 6.7977 1.5310
H -0.4988 8.1783 2.6339
*
```

Output
F_max   1.5 eV/A
Gap between HOMO and LUMO   5.096 eV
E   -96115.1765 eV
E_HOMO   -0.127 hartree

How positive or negative is each atom? The Mulliken charges in e answer that: -0.725, 0.945, -0.743, -0.904, 0.365, 0.265, 0.346, 0.277, 0.190, -0.104, -0.197, -0.225, -0.169, -0.186, -0.633, 1.163, -0.638, -0.303, -0.522, -0.728, -0.959, 0.345, 0.222, 0.377, 0.316, 0.249, 0.325, 0.332, 0.361, -0.568, 1.252, -0.649, -0.316, -0.319, -0.997, -0.968, 0.319, 0.276, 0.292, 0.390, 0.275, 0.307, 0.341, 0.352, -0.663, 1.200, -0.629, -0.232, -0.384, -0.992, -1.044, 0.337, 0.269, 0.299, 0.383, 0.260, 0.315, 0.445, 0.393, -0.649, 1.218, -0.569, -0.263, -0.346, -0.977, -0.946, 0.321, 0.277, 0.290, 0.385, 0.255, 0.343, 0.339, 0.333

***

# 3
This record from OMol25 describes a cluster of 3 separate species, C13H42N7O3P2 in total at a distorted geometry. The level of theory is ωB97M-V/def2-TZVPD.

Structure (ORCA input):
```
! RIJCOSX wB97M-V def2-TZVPD def2/J DEFGRID3
* xyz 1 1
C 2.8790 2.1115 -0.3746
N 1.4712 2.6402 -0.3916
O 0.5563 1.8308 0.2626
H 3.5571 2.9981 -0.5086
H 3.0183 1.4202 -1.2459
H 3.1584 1.6082 0.5788
H 1.1854 2.6778 -1.3818
H 1.4515 3.5670 0.0556
H 0.0305 1.3608 -0.4244
O -1.9850 1.0994 -2.4132
P -2.6192 0.8868 -3.8011
N -3.8425 2.0962 -3.5768
C -5.1975 2.1148 -4.1025
C -3.3322 3.4655 -3.4609
N -3.2750 -0.6671 -3.4080
C -4.6815 -1.0188 -3.5055
C -2.7052 -1.3659 -2.2579
N -3.0992 0.6214 -5.4874
C -2.4652 -0.5837 -6.0917
C -2.7003 1.7340 -6.3866
H -5.2528 2.2957 -5.1824
H -5.7810 2.9032 -3.6192
H -5.7482 1.2067 -3.8849
H -2.9657 3.8551 -4.4174
H -2.5048 3.5120 -2.7482
H -4.0955 4.1511 -3.0884
H -5.2667 -0.5691 -2.6954
H -4.8115 -2.1037 -3.4418
H -5.1091 -0.7458 -4.4698
H -3.0829 -0.9598 -1.3117
H -1.6173 -1.3019 -2.2574
H -2.9465 -2.4315 -2.2884
H -1.3743 -0.5226 -6.0514
H -2.7707 -0.6900 -7.1351
H -2.7697 -1.5053 -5.6029
H -1.6359 1.9653 -6.2928
H -3.2653 2.6437 -6.1903
H -2.9083 1.4844 -7.4279
O 4.2390 -2.2098 2.6236
P 3.2172 -2.0643 3.7587
N 2.4278 -0.6874 3.0451
C 1.7915 0.4339 3.7137
C 1.7481 -0.9687 1.7800
N 4.3835 -1.5334 4.9249
C 4.3061 -0.2853 5.6614
C 5.7899 -1.8159 4.6418
N 2.0138 -2.1547 5.0575
C 2.4048 -3.0911 6.1471
C 0.6978 -2.6620 4.5945
H 0.8449 0.1800 4.2059
H 1.5702 1.2310 2.9949
H 2.4342 0.9093 4.4467
H 0.8354 -1.5593 1.9218
H 2.3992 -1.5289 1.1035
H 1.4767 -0.0522 1.2534
H 4.5532 0.5746 5.0264
H 5.0115 -0.2883 6.4984
H 3.3298 -0.1386 6.1238
H 6.2003 -1.1182 3.9023
H 5.9210 -2.8321 4.2737
H 6.3943 -1.7407 5.5498
H 2.5742 -4.1009 5.7633
H 1.6232 -3.1333 6.9094
H 3.3041 -2.7733 6.6680
H 0.7979 -3.6090 4.0572
H 0.1898 -1.9526 3.9425
H 0.0221 -2.8136 5.4375
*
```

Output
F_max   8.5 eV/A
Gap between HOMO and LUMO   6.716 eV
E   -49301.0867 eV
E_HOMO   -0.375 hartree

How positive or negative is each atom? The Mulliken charges in e answer that: -0.657, -0.049, -0.302, 0.356, 0.285, 0.269, 0.358, 0.370, 0.303, -0.751, 0.802, 0.052, -0.749, -0.963, 0.197, -1.252, -0.955, -0.098, -1.033, -1.050, 0.284, 0.391, 0.178, 0.290, 0.162, 0.402, 0.331, 0.441, 0.363, 0.299, 0.283, 0.301, 0.366, 0.405, 0.305, 0.369, 0.248, 0.399, -0.812, 0.866, 0.173, -0.682, -0.651, 0.188, -1.240, -0.976, -0.097, -1.030, -1.077, 0.287, 0.206, 0.221, 0.328, 0.329, -0.139, 0.308, 0.450, 0.348, 0.303, 0.321, 0.310, 0.377, 0.402, 0.312, 0.383, 0.245, 0.397

***

- Which of these has the lowest gap between HOMO and LUMO?
  C13H41BO14PS4

***

- Among the records above, which one has the highest gap between HOMO and LUMO?
  C13H40ClN2O8